Entry 1:
C40H40IO4OsP2 | ωB97M-V/def2-TZVPD

XYZ file:
```
88
Properties=species:S:1:pos:R:3
Os -0.7610 -0.4895 -0.2864
I 0.6533 0.3191 -2.5853
C 2.3443 -0.7021 -1.8571
C 3.5398 -0.5170 -2.4817
C 4.6490 -1.2796 -2.0588
C 4.5003 -2.2070 -1.0667
C 3.2502 -2.3986 -0.4288
C 3.0649 -3.3971 0.5640
C 1.8411 -3.6008 1.1351
C 0.7559 -2.7632 0.7951
C 0.8948 -1.7499 -0.1331
C 2.1412 -1.6010 -0.8035
H 3.6449 0.1888 -3.2963
H 5.6041 -1.1411 -2.5479
H 5.3388 -2.8208 -0.7579
H 3.9127 -4.0110 0.8479
H 1.7011 -4.3910 1.8622
H -0.1962 -2.9291 1.2840
C 3.9728 3.3784 -0.6571
C 4.2208 2.4006 0.2939
C 3.1707 1.6763 0.8466
C 1.8619 1.9252 0.4436
C 1.6196 2.9132 -0.5152
C 2.6679 3.6365 -1.0596
P 0.4056 1.0427 1.1032
C 0.9005 0.4036 2.7333
C 1.8662 -0.6054 2.7970
C 2.2689 -1.1148 4.0221
C 1.7061 -0.6289 5.1954
C 0.7323 0.3562 5.1382
C 0.3253 0.8706 3.9137
C -0.7484 2.3996 1.3824
C -0.5155 3.5054 2.1587
C -1.5080 4.4986 2.2692
C -2.6876 4.3755 1.5845
C -2.9299 3.2620 0.7470
C -4.1270 3.1020 0.0044
C -4.3053 2.0039 -0.7836
C -3.2998 1.0130 -0.8938
C -2.1227 1.1198 -0.1837
C -1.9373 2.2605 0.6477
H 4.7927 3.9497 -1.0748
H 5.2349 2.2034 0.6193
H 3.3861 0.9381 1.6066
H 0.6032 3.1273 -0.8253
H 2.4663 4.4070 -1.7938
H 2.3086 -0.9923 1.8882
H 3.0186 -1.8966 4.0567
H 2.0279 -1.0197 6.1529
H 0.2825 0.7278 6.0508
H -0.4454 1.6286 3.8814
H 0.4276 3.6192 2.6817
H -1.3320 5.3608 2.9004
H -3.4527 5.1399 1.6660
H -4.8915 3.8684 0.0685
H -5.2244 1.8814 -1.3439
H -3.4758 0.1695 -1.5478
C -4.3275 -2.3917 -3.5621
C -4.9769 -2.7984 -2.2474
C -5.1419 -4.3079 -2.1619
C -6.3192 -2.1123 -2.0701
O -4.1671 -2.2925 -1.1229
P -2.6597 -2.6354 -0.8442
O -2.2725 -4.0376 -0.9347
O -1.7679 -1.6158 -1.6096
O -2.4411 -1.9548 0.6305
C -3.1888 -2.2258 1.8812
C -2.2110 -1.9118 3.0014
C -3.6216 -3.6817 1.9360
C -4.3786 -1.2811 1.9371
H -4.8927 -2.8090 -4.3954
H -3.3031 -2.7682 -3.6180
H -4.3049 -1.3048 -3.6651
H -5.7952 -4.6394 -2.9698
H -5.6002 -4.5869 -1.2110
H -4.1830 -4.8172 -2.2442
H -6.9876 -2.3988 -2.8831
H -6.2010 -1.0266 -2.0752
H -6.7729 -2.4110 -1.1235
H -1.4748 -2.7098 3.1192
H -2.7509 -1.8061 3.9426
H -1.6847 -0.9755 2.7974
H -2.7687 -4.3456 1.7893
H -4.3556 -3.9023 1.1585
H -4.0694 -3.8817 2.9092
H -4.0419 -0.2436 1.8704
H -4.9086 -1.4223 2.8801
H -5.0639 -1.4780 1.1134
```

Summary:
net charge = +1
energy above the lowest of the compared OMol25 structures with the same formula, charge and spin = 19.6 kcal per mole
HOMO energy (spin up / spin down) = -10.598 / -10.610 eV
2S+1 = 1
total energy = -79462.6464 eV

Atomic partial charges in e from the Löwdin method, atoms 1 to 6: 1.14, 1.31, -0.56, -0.12, -0.05, -0.01

Entry 2:
C40H41Cl2CuN4P2 | ωB97M-V/def2-TZVPD

XYZ file:
```
90
Properties=species:S:1:pos:R:3
Cu 0.1658 1.0890 0.0617
C 2.1117 1.5004 2.7152
P 0.3510 0.9208 2.7666
C 0.5020 -0.8782 3.0201
C -0.5763 -1.6609 2.6176
C -0.5721 -3.0360 2.8142
C 0.5313 -3.6416 3.3931
C 1.6243 -2.8735 3.7760
C 1.6091 -1.4996 3.5934
C -0.0773 1.5050 4.4613
C -0.3441 0.6661 5.5441
C -0.6981 1.1922 6.7800
C -0.7846 2.5650 6.9615
C -0.5253 3.4111 5.8917
C -0.1873 2.8835 4.6551
C 2.7834 0.8778 1.5308
C 4.0719 0.3904 1.3977
C 4.1225 -0.2472 0.1351
C 2.8592 -0.1172 -0.4214
C 2.3507 -0.6992 -1.7035
P 0.5207 -0.6019 -1.9322
C 0.2971 -1.7305 -3.3882
C 1.3463 -2.2899 -4.1151
C 1.1034 -3.1401 -5.1870
C -0.1958 -3.4431 -5.5648
C -1.2520 -2.8902 -4.8553
C -1.0041 -2.0535 -3.7766
C 0.5154 0.9558 -3.0539
C 1.4104 2.0161 -2.8044
C 1.2850 3.2297 -3.4633
C 0.2462 3.4512 -4.3665
C -0.6567 2.4200 -4.6105
C -0.5242 1.1976 -3.9714
N 2.0476 0.5713 0.4249
H 2.6367 1.2487 3.6396
H 2.0639 2.5975 2.6825
H -1.4183 -1.1923 2.1223
H -1.4125 -3.6315 2.4787
H 0.5525 -4.7170 3.5220
H 2.4977 -3.3491 4.2053
H 2.4724 -0.9129 3.8824
H -0.2736 -0.4066 5.4182
H -0.9033 0.5224 7.6065
H -1.0560 2.9743 7.9266
H -0.5968 4.4848 6.0180
H -0.0134 3.5547 3.8194
H 4.8635 0.4682 2.1299
H 4.9648 -0.7615 -0.3048
H 2.6098 -1.7568 -1.7366
H 2.8008 -0.2348 -2.5851
H 2.3722 -2.0649 -3.8578
H 1.9399 -3.5676 -5.7275
H -0.3842 -4.1069 -6.3999
H -2.2751 -3.1192 -5.1301
H -1.8395 -1.6558 -3.2135
H 2.2218 1.8849 -2.0964
H 2.0169 4.0106 -3.2809
H 0.1522 4.4016 -4.8770
H -1.4607 2.5642 -5.3248
H -1.2208 0.4007 -4.2160
N -1.9496 0.9212 -0.0271
C -2.7456 1.4635 -1.1251
C -3.0590 2.9442 -0.9679
C -1.9061 3.9349 -1.1601
C -0.9627 4.1646 0.0263
N 0.2503 3.3532 -0.0671
H -1.8459 -0.0908 -0.1470
H -2.3872 1.1083 0.8685
H -3.6938 0.9195 -1.2287
H -2.1874 1.3075 -2.0487
H -3.5326 3.1168 0.0077
H -3.8257 3.1808 -1.7120
H -2.3536 4.9005 -1.4121
H -1.3165 3.6450 -2.0361
H -1.4694 3.9119 0.9633
H -0.7227 5.2347 0.0765
H 0.9227 3.6067 0.6473
H 0.7008 3.4825 -0.9686
Cl 1.8328 -3.4633 -0.0480
C 0.1679 -3.8220 -0.3861
C -0.2329 -5.1348 -0.2380
C -1.5729 -5.4804 -0.3518
C -2.4951 -4.4762 -0.5880
C -2.0681 -3.1701 -0.7398
Cl -3.3154 -1.9598 -0.9648
C -0.7149 -2.7453 -0.6954
N -0.3570 -1.4481 -0.8019
H 0.5158 -5.8810 -0.0069
H -1.8907 -6.5083 -0.2396
H -3.5532 -4.6921 -0.6560
```

Summary:
net charge = -1
energy above the lowest of the compared OMol25 structures with the same formula, charge and spin = 22.2 kcal per mole
⟨S²⟩ = 0.76
HOMO energy (spin up / spin down) = -1.954 / -4.047 eV
2S+1 = 2
total energy = -136369.7545 eV

Atomic partial charges in e from the Löwdin method, atoms 1 to 6: 0.16, -0.29, 1.07, -0.37, -0.10, -0.09

Question: Look up the energy above the lowest of the compared OMol25 structures with the same formula, charge and spin of the first one.
Answer: 19.6 kcal per mole

Question: Look up the net charge of the first one.
Answer: +1

Question: Among the records above, which one has the lowest energy above the lowest of the compared OMol25 structures with the same formula, charge and spin?
Answer: C40H40IO4OsP2

Question: Which formula does entry 2 have?
Answer: C40H41Cl2CuN4P2